DFT (wB97M-V/def2-TZVPD) results for a structure of composition C23H21ClF4IN2O9S2W.

Geometry as ORCA input:
```
! RIJCOSX wB97M-V def2-TZVPD def2/J DEFGRID3
* xyz -1 1
W 0.22489 1.16017 1.00372
C -4.52977 -0.08893 -5.03270
C -3.97746 1.29433 -4.72817
C -3.54358 2.06563 -5.96502
C -2.30705 1.43596 -6.58817
C -1.20459 1.36399 -5.57623
C 0.11592 1.36878 -5.94320
C 1.12200 1.26001 -4.98120
F 2.39864 1.27259 -5.41115
C 0.86008 1.14737 -3.65183
C -0.48648 1.13122 -3.25065
C -0.81844 0.99042 -1.86356
O 0.15519 0.96397 -1.01386
C -2.16015 0.91366 -1.50851
C -3.11592 1.01966 -2.50012
N -2.83195 1.20057 -3.77715
C -1.51203 1.23734 -4.20553
C -2.61886 0.75467 -0.10604
O -3.78858 0.76925 0.19228
O -1.65440 0.57431 0.77817
H -5.38808 0.01306 -5.69958
H -4.85723 -0.58514 -4.11840
H -3.78497 -0.72602 -5.51028
H -4.72706 1.88163 -4.19373
H -3.33643 3.10450 -5.69068
H -4.37685 2.07017 -6.66847
H -1.97508 2.00581 -7.45707
H -2.51240 0.41229 -6.92373
H 0.39268 1.43788 -6.98733
H 1.64754 1.04537 -2.91917
H -4.16191 0.97873 -2.22539
C -1.61789 2.04707 3.23048
O -0.35106 1.70562 2.70200
H -1.82601 3.09189 2.99012
H -1.57339 1.90467 4.30914
H -2.39486 1.41744 2.79684
O 0.27425 -0.78980 1.79935
Cl 0.21204 -1.23704 3.26033
O 1.26970 -0.57146 3.94992
O 0.40247 -2.63896 3.20684
O -1.06312 -0.87679 3.77282
F 2.79242 0.66497 -0.71207
C 2.01079 -0.04824 0.15552
F 1.59140 -1.12625 -0.53206
F 2.87595 -0.52157 1.08461
I -0.88939 3.70059 0.20728
C 1.82783 2.52508 1.04277
C 2.65808 3.60305 0.78207
C 3.71837 3.75262 1.65680
C 3.89743 2.87660 2.73611
C 3.01285 1.83556 2.92461
N 2.02530 1.72181 2.03987
H 2.47590 4.27398 -0.04383
H 4.42083 4.56444 1.51467
H 4.72315 3.01060 3.42039
H 3.06494 1.10780 3.72096
C -0.98034 -4.83035 -4.45709
O -1.27348 -4.14580 -5.66894
C -1.54619 -2.82241 -5.63329
S -1.82763 -2.16240 -7.16473
S -1.51867 -2.00477 -4.15543
H -0.79165 -5.86075 -4.75372
H -1.81966 -4.77709 -3.76391
H -0.10424 -4.40427 -3.96813
*
```

The value obtained for the total energy is -100586.356 eV. The value obtained for the lowest unoccupied orbital energy is 0.0233 Ha. Its HOMO-LUMO gap is 4.994 eV. The strongest force on any atom is 0.2 eV Å⁻¹.

Löwdin atomic charge list, values in e, 4 entries: number 1, W, carries 1.686; number 2, C, carries -0.036; number 3, C, carries -0.292; number 4, C, carries -0.135



DFT (wB97M-V/def2-TZVPD) results for an isolated molecule of C23H21ClFN3O6S2 in a non-equilibrium geometry.

Geometry as ORCA input:
```
! RIJCOSX wB97M-V def2-TZVPD def2/J DEFGRID3
* xyz 0 1
O -1.11549 -1.89041 1.88417
C 0.04678 -1.90515 1.52012
N 0.67332 -3.04099 1.12119
C -0.09201 -4.22892 0.82748
C -0.57698 -4.21283 -0.63242
N -1.33722 -3.00175 -0.87255
C -0.71150 -1.84829 -1.24286
O 0.44338 -1.72571 -1.55137
S -1.88134 -0.50744 -1.21997
C -3.15832 -1.54288 -0.61076
C -4.41822 -1.24070 -0.23882
C -5.12292 0.01345 -0.23181
C -6.43948 0.02822 0.25105
C -7.17422 1.19335 0.28997
C -6.60040 2.37604 -0.15862
Cl -7.51114 3.83727 -0.11664
C -5.29863 2.38941 -0.64230
C -4.56967 1.21927 -0.67786
C -2.67006 -2.92462 -0.49132
O -3.31153 -3.88199 -0.13890
C 0.86037 -0.65335 1.44699
C 0.16240 0.55314 1.49192
C 0.81484 1.76217 1.34514
C 2.18660 1.75891 1.15078
F 2.83018 2.92079 0.97887
C 2.89877 0.57355 1.12574
S 4.67631 0.57983 0.85509
O 5.30772 1.36035 1.87251
O 5.06608 -0.79601 0.70758
N 4.73365 1.40283 -0.59303
C 5.72081 2.45946 -0.70319
C 7.07849 1.87368 -1.09554
O 6.97952 1.11783 -2.28357
C 6.06652 0.05104 -2.14071
C 4.67081 0.56578 -1.77486
C 2.24065 -0.62923 1.27630
H 1.56672 -2.95725 0.66124
H 0.51877 -5.11465 1.00737
H -0.95776 -4.23389 1.49477
H -1.23677 -5.06205 -0.81913
H 0.26788 -4.22129 -1.32488
H -4.98123 -2.09628 0.12026
H -6.88402 -0.89159 0.60049
H -8.18605 1.19372 0.66365
H -4.86472 3.31394 -0.98917
H -3.56130 1.23992 -1.05870
H -0.90714 0.51949 1.63908
H 0.27919 2.69768 1.37006
H 5.37273 3.16442 -1.46386
H 5.77624 2.95482 0.26469
H 7.44049 1.23828 -0.27252
H 7.80418 2.66294 -1.29772
H 6.40552 -0.63601 -1.35241
H 6.05196 -0.46624 -3.10139
H 4.26341 1.17011 -2.59126
H 3.99800 -0.26558 -1.56597
H 2.85366 -1.51714 1.26822
*
```

The value obtained for the total energy is -77858.435 eV. The value obtained for the lowest unoccupied orbital energy is -0.0277 Ha. As for the SMILES: O=C(NCCN1C(=O)S/C(=C\c2ccc(Cl)cc2)C1=O)c1ccc(F)c(S(=O)(=O)N2CCOCC2)c1. Its HOMO-LUMO gap is 7.922 eV. The strongest force on any atom is 1.1 eV Å⁻¹.

Löwdin atomic charge list, values in e, 4 entries: number 1, O, carries 0.077; number 2, C, carries -0.458; number 3, N, carries 0.081; number 4, C, carries -0.126



DFT (wB97M-V/def2-TZVPD) results for a structure of composition C23H21ClN2O3PdTe.

Geometry as ORCA input:
```
! RIJCOSX wB97M-V def2-TZVPD def2/J DEFGRID3
* xyz 0 1
Pd 0.10225 -2.57485 -0.08293
O -2.01448 1.96177 1.83907
C -0.70755 2.08353 2.13952
C -0.29378 3.26874 2.74625
C 1.03360 3.45536 3.07598
C 1.97955 2.46951 2.80421
C 1.57735 1.30131 2.19043
C 0.23994 1.09113 1.85007
C -0.14347 -0.16051 1.17146
O 0.81725 -0.93023 0.75695
N -1.41611 -0.42516 1.00320
N -1.58468 -1.66482 0.40858
C -2.76521 -2.16407 0.30617
C -3.06709 -3.47433 -0.19525
C -4.41715 -3.88307 -0.13812
C -4.80703 -5.13695 -0.52274
C -3.82900 -6.03625 -0.97692
C -2.50908 -5.67479 -1.04838
C -2.08298 -4.38088 -0.67343
O -0.81197 -4.12422 -0.84034
H -2.15735 1.06846 1.46014
H -1.04138 4.02223 2.95637
H 1.33514 4.37815 3.55755
H 3.01862 2.61605 3.06867
H 2.29068 0.52357 1.95910
H -3.58338 -1.54646 0.66737
H -5.15008 -3.17418 0.22911
H -5.84486 -5.43294 -0.46863
H -4.11769 -7.03710 -1.27223
H -1.75032 -6.36227 -1.39600
C 3.17738 4.37191 -0.48254
C 2.52182 3.08885 -0.89802
C 3.26272 1.91936 -1.03986
C 2.67309 0.71810 -1.39859
C 3.52909 -0.51353 -1.48120
C 1.27859 0.70105 -1.64003
Te 0.40759 -1.07607 -2.24322
C 0.50369 1.87228 -1.48073
C -0.98539 1.94648 -1.68896
C 1.15340 3.04530 -1.12453
H 4.24615 4.23851 -0.31950
H 2.73044 4.73958 0.44211
H 3.04012 5.14245 -1.24323
H 4.32895 1.94284 -0.84572
H 4.56178 -0.26806 -1.23675
H 3.50632 -0.95198 -2.47927
H 3.18625 -1.28643 -0.79074
H -1.46782 0.97604 -1.61218
H -1.20686 2.35393 -2.67850
H -1.43118 2.61210 -0.94911
H 0.56484 3.94716 -0.99585
Cl 2.11932 -3.57660 -0.38882
*
```

The value obtained for the total energy is -56610.075 eV. The value obtained for the lowest unoccupied orbital energy (spin up / spin down) is -0.0921 / -0.0922 Ha. Its HOMO-LUMO gap (spin up / spin down) is 5.740 / 5.738 eV. The strongest force on any atom is 0.6 eV Å⁻¹.

Löwdin atomic charge list, values in e, 4 entries: number 1, Pd, carries 0.704; number 2, O, carries 0.054; number 3, C, carries -0.271; number 4, C, carries -0.011



DFT (wB97M-V/def2-TZVPD) results for the ion C23H21ClNO8S with charge -1 in a non-equilibrium geometry.

Geometry as ORCA input:
```
! RIJCOSX wB97M-V def2-TZVPD def2/J DEFGRID3
* xyz -1 1
C -5.80414 2.48466 2.41815
O -5.25941 1.24319 2.95565
C -4.10354 0.73134 2.43936
C -3.72159 -0.55400 2.89170
C -2.52609 -1.10854 2.47920
C -1.66408 -0.40455 1.62643
C -0.25413 -0.91962 1.35788
C 0.91865 -0.00953 1.82768
C 2.18629 -0.56004 1.66162
C 3.34543 0.14385 1.97281
O 4.52969 -0.47269 1.79993
C 5.81818 0.19281 1.72089
C 3.25008 1.52877 2.42666
O 4.27829 2.22376 2.63243
C 1.91504 2.10175 2.58050
O 1.77191 3.40466 2.94494
C 2.69589 4.44709 2.47626
C 0.79481 1.28566 2.35023
C 0.01356 -1.36313 -0.00456
Cl 0.53527 -3.04502 -0.10609
S -1.29558 -1.43259 -1.74411
O -1.61702 -0.01505 -1.74245
O -2.35432 -2.37798 -1.43491
C -0.63994 -1.85064 -3.51102
C -0.69145 -0.94050 -4.58018
C -0.12653 -1.26704 -5.82354
C 0.42801 -2.55013 -6.01174
N 0.64746 -3.06390 -7.33508
O 1.04430 -4.24686 -7.45891
O 0.40599 -2.33863 -8.32532
C 0.57169 -3.42710 -4.92066
C -0.01530 -3.08678 -3.69676
C -2.04724 0.83776 1.14853
C -3.26629 1.40767 1.51936
H -6.81462 2.50519 2.83325
H -5.24429 3.37212 2.75867
H -5.83219 2.47605 1.31573
H -4.34823 -1.09222 3.60158
H -2.21601 -2.09342 2.83233
H -0.21064 -1.81422 1.99441
H 2.31228 -1.56057 1.24464
H 6.49643 -0.66272 1.78737
H 5.93924 0.69590 0.75002
H 5.95754 0.89091 2.55393
H 2.43684 5.32069 3.07941
H 3.74443 4.16231 2.63891
H 2.49602 4.63862 1.41098
H -0.18853 1.71409 2.54867
H 0.69624 -0.67235 -0.52614
H -1.15963 0.03283 -4.45979
H -0.10032 -0.56664 -6.66014
H 1.12336 -4.35697 -5.05758
H 0.04864 -3.79534 -2.87765
H -1.36962 1.39472 0.50566
H -3.53084 2.41239 1.19086
*
```

The value obtained for the total energy is -65413.470 eV. The value obtained for the lowest unoccupied orbital energy is 0.0125 Ha. As for the SMILES: COc1ccc([C@H](c2cc(OC)c([O-])c(OC)c2)[C@@H](Cl)S(=O)(=O)c2ccc([N+](=O)[O-])cc2)cc1. Its HOMO-LUMO gap is 3.345 eV. The strongest force on any atom is 4.5 eV Å⁻¹.

Löwdin atomic charge list, values in e, 4 entries: number 1, C, carries -0.067; number 2, O, carries -0.107; number 3, C, carries -0.272; number 4, C, carries -0.009